# 1
{"formula": "C41H91N5O2", "method": "ωB97M-V/def2-TZVPD", "elements": ["O", "H", "C", "C", "C", "C", "C", "C", "N", "O", "C", "C", "C", "H", "H", "H", "H", "H", "H", "H", "H", "H", "H", "H", "H", "H", "H", "H", "H", "H", "H", "C", "C", "C", "N", "C", "C", "C", "C", "C", "H", "H", "H", "H", "H", "H", "H", "H", "H", "H", "H", "H", "H", "H", "H", "H", "H", "H", "C", "C", "C", "N", "C", "C", "C", "C", "C", "H", "H", "H", "H", "H", "H", "H", "H", "H", "H", "H", "H", "H", "H", "H", "H", "H", "H", "C", "C", "C", "N", "C", "C", "C", "C", "C", "H", "H", "H", "H", "H", "H", "H", "H", "H", "H", "H", "H", "H", "H", "H", "H", "H", "H", "C", "C", "C", "N", "C", "C", "C", "C", "C", "H", "H", "H", "H", "H", "H", "H", "H", "H", "H", "H", "H", "H", "H", "H", "H", "H", "H"], "coordinates": [[-0.562, 0.017, -0.062], [-0.455, 0.976, 0.092], [-2.526, -1.274, -0.630], [-2.278, -2.029, 0.680], [-2.941, -1.239, 1.844], [-3.266, -2.055, 3.103], [-3.932, -3.436, 2.840], [-3.331, -4.256, 1.682], [-3.060, -3.296, 0.525], [-3.108, -3.890, -0.725], [-4.414, -5.321, 1.329], [-1.976, -4.993, 1.999], [-0.815, -2.302, 1.083], [-2.152, -1.870, -1.462], [-1.972, -0.346, -0.485], [-3.577, -1.021, -0.769], [-3.780, -0.654, 1.468], [-2.282, -0.428, 2.155], [-3.884, -1.495, 3.804], [-2.310, -2.174, 3.613], [-4.978, -3.303, 2.566], [-4.040, -4.107, 3.692], [-4.352, -5.909, 0.413], [-5.454, -5.018, 1.204], [-4.358, -6.069, 2.120], [-1.991, -6.051, 2.262], [-1.551, -4.673, 2.950], [-1.161, -4.740, 1.321], [-0.377, -2.960, 0.332], [-0.554, -2.584, 2.102], [-0.390, -1.303, 1.187], [-2.752, 0.280, 4.379], [-3.329, 1.092, 3.284], [-2.406, 1.382, 2.073], [-3.045, 2.349, 1.087], [-1.891, 2.717, 0.059], [-4.315, 1.856, 0.345], [-5.493, 2.476, 1.152], [-4.943, 3.904, 1.262], [-3.440, 3.746, 1.559], [-2.181, 1.042, 4.909], [-2.186, -0.544, 3.944], [-3.469, -0.181, 5.058], [-3.938, 1.905, 3.679], [-4.082, 0.378, 2.950], [-2.172, 0.524, 1.443], [-1.569, 1.966, 2.456], [-2.322, 3.463, -0.608], [-1.636, 1.730, -0.327], [-1.082, 3.183, 0.622], [-4.508, 2.321, -0.622], [-4.404, 0.783, 0.179], [-6.485, 2.374, 0.712], [-5.583, 2.085, 2.166], [-5.300, 4.459, 0.395], [-5.450, 4.425, 2.074], [-2.869, 4.545, 1.086], [-3.205, 3.828, 2.620], [2.081, -1.151, -5.476], [1.145, -1.799, -4.400], [1.597, -1.448, -2.926], [0.826, -2.112, -1.766], [-0.655, -1.873, -1.944], [1.259, -1.543, -0.413], [2.099, -2.658, 0.268], [1.424, -3.882, -0.219], [1.083, -3.657, -1.708], [1.557, -1.136, -6.432], [2.960, -1.765, -5.670], [2.340, -0.141, -5.158], [1.330, -2.859, -4.571], [0.084, -1.716, -4.639], [1.355, -0.392, -2.811], [2.662, -1.557, -2.722], [-1.088, -2.506, -2.719], [-0.911, -0.814, -1.986], [-1.184, -2.224, -1.057], [0.347, -1.263, 0.114], [1.840, -0.641, -0.606], [2.104, -2.705, 1.357], [3.163, -2.444, 0.166], [0.556, -4.131, 0.392], [1.977, -4.821, -0.185], [0.297, -4.325, -2.061], [1.994, -3.843, -2.276], [-0.060, 1.473, -1.646], [1.428, 1.521, -1.865], [1.905, 2.161, -3.279], [3.444, 2.029, -3.691], [3.652, 2.751, -5.076], [3.845, 0.556, -3.970], [5.387, 0.580, -3.911], [5.732, 1.776, -2.947], [4.433, 2.536, -2.616], [-0.598, 2.306, -2.099], [-0.377, 1.410, -0.605], [-0.363, 0.534, -2.110], [1.762, 0.500, -1.682], [1.804, 2.195, -1.095], [1.702, 3.212, -3.071], [1.331, 1.673, -4.067], [3.497, 3.810, -4.869], [3.078, 2.291, -5.881], [4.700, 2.528, -5.277], [3.275, 0.283, -4.858], [3.311, 0.080, -3.148], [5.981, 0.537, -4.824], [5.632, -0.341, -3.382], [6.555, 2.406, -3.284], [6.138, 1.365, -2.023], [4.713, 3.569, -2.823], [4.100, 2.505, -1.579], [4.183, 4.607, 2.353], [2.980, 3.644, 2.183], [3.244, 2.061, 2.309], [2.058, 1.183, 1.810], [1.834, 1.285, 0.285], [2.359, -0.320, 2.172], [1.037, -0.986, 2.190], [-0.011, 0.117, 2.543], [0.817, 1.361, 2.711], [5.013, 4.364, 1.690], [4.610, 4.389, 3.332], [4.003, 5.681, 2.306], [2.595, 3.889, 1.193], [2.193, 3.911, 2.888], [3.537, 1.854, 3.338], [4.009, 1.863, 1.558], [2.825, 1.460, -0.133], [1.167, 2.109, 0.030], [1.460, 0.311, -0.029], [3.154, -0.733, 1.551], [2.781, -0.129, 3.158], [0.754, -1.449, 1.245], [1.110, -1.700, 3.010], [-0.766, 0.296, 1.778], [-0.682, -0.062, 3.384], [0.233, 2.223, 2.389], [1.133, 1.646, 3.715]], "e_above_lowest_kcal_mol": 579.2, "homo_energy_ev": -18.39, "multiplicity": 1, "lumo_ev": -12.61, "total_charge": 4}



# 2
{"formula": "C5H5N", "method": "ωB97M-V/def2-TZVPD", "elements": ["C", "C", "C", "C", "C", "N", "H", "H", "H", "H", "H"], "coordinates": [[-1.243, -0.639, -0.222], [-0.169, 0.263, 0.407], [1.187, -0.230, 0.131], [2.304, -0.648, -0.018], [-0.317, 1.663, -0.032], [-0.444, 2.771, -0.335], [-1.100, -1.672, 0.100], [-2.257, -0.328, 0.042], [-1.133, -0.598, -1.306], [-0.260, 0.304, 1.501], [3.319, -0.962, -0.110]], "e_above_lowest_kcal_mol": 49.7, "homo_energy_ev": -10.73, "multiplicity": 1, "lumo_ev": 0.78, "total_charge": 0}



# 3
{"formula": "C20H41N2OP3Tl", "method": "ωB97M-V/def2-TZVPD", "elements": ["Tl", "P", "P", "P", "H", "C", "C", "H", "C", "C", "C", "C", "C", "C", "C", "C", "C", "H", "H", "H", "H", "H", "H", "H", "H", "H", "H", "H", "H", "H", "H", "H", "H", "H", "H", "H", "H", "H", "H", "H", "H", "H", "H", "H", "H", "H", "C", "C", "C", "C", "C", "C", "O", "H", "H", "H", "H", "H", "H", "N", "C", "C", "C", "N", "H", "H", "H", "H"], "coordinates": [[-1.308, -3.943, 0.583], [0.513, 1.837, -0.160], [-1.903, 0.610, -0.333], [2.067, -1.285, -0.353], [-3.861, -3.815, -0.528], [-3.193, -4.625, -0.215], [-3.085, -4.920, 1.211], [-3.737, -4.347, 1.877], [0.943, 2.413, -1.860], [-0.217, 3.386, 0.513], [2.174, 1.994, 0.628], [-2.800, -0.985, -0.452], [-2.934, 1.439, 0.941], [-2.551, 1.375, -1.862], [1.858, -3.105, -0.427], [3.650, -1.244, 0.596], [2.741, -1.010, -2.046], [-2.991, -5.433, -0.932], [-2.904, -5.967, 1.490], [1.504, 3.355, -1.780], [0.036, 2.576, -2.452], [1.561, 1.656, -2.359], [0.536, 4.182, 0.443], [-0.470, 3.226, 1.569], [-1.119, 3.684, -0.036], [2.444, 3.059, 0.679], [2.952, 1.458, 0.069], [2.130, 1.595, 1.649], [-3.882, -0.818, -0.574], [-2.648, -1.553, 0.482], [-2.446, -1.541, -1.334], [-3.925, 1.639, 0.514], [-2.481, 2.382, 1.265], [-3.040, 0.787, 1.817], [-3.594, 1.661, -1.676], [-2.508, 0.633, -2.673], [-1.976, 2.263, -2.141], [2.833, -3.577, -0.607], [1.173, -3.386, -1.241], [1.464, -3.486, 0.529], [4.326, -2.023, 0.224], [3.430, -1.432, 1.654], [4.137, -0.266, 0.512], [3.610, -1.660, -2.209], [3.049, 0.036, -2.164], [1.974, -1.239, -2.795], [-1.749, -2.523, -3.961], [-0.878, -2.210, -5.161], [0.495, -2.583, -4.789], [0.728, -3.624, -3.911], [-0.323, -4.247, -3.178], [-1.598, -3.735, -3.226], [-2.315, -1.449, -3.632], [-1.152, -1.149, -5.015], [-1.209, -2.555, -6.154], [1.313, -2.076, -5.299], [1.744, -4.010, -3.789], [-0.094, -5.142, -2.582], [-2.445, -4.126, -2.654], [-0.414, -1.266, 2.318], [-0.333, -0.636, 3.506], [-1.417, -1.076, 4.252], [-2.125, -1.966, 3.446], [-1.501, -2.074, 2.234], [0.182, -1.110, 1.502], [0.467, 0.047, 3.750], [-1.672, -0.781, 5.258], [-3.033, -2.521, 3.656]], "e_above_lowest_kcal_mol": 60.5, "homo_energy_ev": [-16.15, -16.19], "multiplicity": 1, "lumo_ev": [-12.09, -12.09], "total_charge": 3}



# 4
{"formula": "FH2O3PS", "method": "ωB97M-V/def2-TZVPD", "elements": ["O", "O", "O", "F", "P", "S", "H", "H"], "coordinates": [[2.390, -0.368, 0.165], [0.171, 0.506, 0.589], [0.448, -1.344, -0.940], [1.045, 0.848, -1.528], [-1.484, 0.545, 0.187], [1.093, -0.209, -0.387], [-1.713, -0.839, 0.478], [-1.949, 0.861, 1.435]], "e_above_lowest_kcal_mol": 25.3, "homo_energy_ev": -10.96, "multiplicity": 1, "lumo_ev": 0.20, "total_charge": 0}



# 5
{"formula": "C19H16AlBBeCl9F13MgN3O6S3", "method": "ωB97M-V/def2-TZVPD", "elements": ["C", "C", "Cl", "C", "C", "C", "C", "C", "F", "F", "F", "C", "N", "S", "N", "C", "C", "H", "H", "H", "H", "H", "H", "H", "H", "Cl", "Be", "Cl", "Mg", "C", "C", "C", "O", "C", "C", "C", "O", "H", "H", "H", "H", "F", "Al", "F", "F", "F", "C", "Cl", "Cl", "Cl", "Cl", "Cl", "C", "C", "Cl", "H", "H", "H", "H", "B", "F", "F", "F", "F", "N", "S", "O", "O", "F", "S", "O", "O", "F"], "coordinates": [[-1.123, -3.386, -3.332], [-0.540, -2.143, -2.541], [1.323, -2.228, -2.778], [-1.012, -2.164, -1.078], [0.002, -1.521, -0.162], [0.250, -2.076, 1.164], [1.156, -1.479, 2.025], [1.339, -2.108, 3.403], [1.801, -3.373, 3.231], [2.134, -1.420, 4.231], [0.123, -2.179, 3.957], [1.891, -0.299, 1.591], [2.843, 0.458, 2.182], [3.240, 1.640, 1.123], [2.258, 1.310, -0.177], [1.628, 0.249, 0.270], [0.671, -0.404, -0.539], [-0.276, -4.024, -3.655], [-1.788, -4.002, -2.709], [-1.610, -3.034, -4.266], [-1.002, -1.191, -2.978], [-1.177, -3.206, -0.744], [-1.987, -1.641, -0.950], [-0.303, -2.964, 1.509], [0.454, -0.034, -1.561], [1.181, 3.030, -1.858], [-0.214, 2.125, -3.076], [3.000, -3.658, -2.068], [-0.121, -0.790, -4.271], [0.648, 6.831, -0.953], [-0.288, 6.335, -1.758], [-1.320, 7.205, -2.367], [-2.173, 6.748, -3.100], [-1.273, 8.651, -2.046], [-0.338, 9.149, -1.241], [0.697, 8.278, -0.631], [1.549, 8.732, 0.100], [1.410, 6.210, -0.500], [-0.338, 5.284, -2.004], [-2.035, 9.270, -2.501], [-0.288, 10.202, -0.995], [-3.298, -1.355, 4.410], [-3.605, -2.676, 3.355], [-2.422, -2.671, 2.062], [-5.183, -2.517, 2.672], [-3.497, -4.157, 4.217], [6.803, -0.544, -0.770], [7.483, 0.052, -2.296], [7.852, -0.063, 0.571], [5.188, 0.157, -0.533], [6.675, -2.304, -0.826], [-3.525, 3.224, -5.543], [-4.283, 1.947, -6.529], [-5.125, 1.010, -5.698], [-4.134, 0.004, -4.607], [-3.493, 1.414, -7.054], [-4.908, 2.446, -7.268], [-5.671, 0.328, -6.349], [-5.847, 1.551, -5.090], [5.514, -6.688, -1.874], [4.419, -7.139, -1.105], [5.101, -6.513, -3.221], [5.964, -5.433, -1.361], [6.561, -7.625, -1.818], [-1.144, -1.106, 8.381], [-1.316, -2.623, 7.969], [-2.327, -2.911, 7.008], [-1.104, -3.596, 8.995], [-0.001, -2.785, 7.107], [-2.371, -0.561, 9.226], [-2.386, 0.861, 9.317], [-2.701, -1.273, 10.418], [-3.607, -0.841, 8.287]], "homo_energy_ev": -7.06, "multiplicity": 1, "lumo_ev": -5.77, "total_charge": -1}